One molecule with the formula C5H9NO in a non-equilibrium geometry. Source: the Open Molecules 2025 dataset; level of theory: ωB97M-V/def2-TZVPD.

Each line ends with the Löwdin charge.
Atoms and positions in Å:
C 0.19 1.50 0.94  -0.016
C -0.93 0.53 0.88  -0.489
O -1.57 0.15 1.84  0.084
C -1.22 -0.08 -0.42  -0.157
C -0.40 -0.45 -1.56  -0.157
N -0.18 -1.26 -0.39  -0.045
C 1.22 -1.14 0.12  -0.096
H 0.87 1.19 1.73  0.091
H -0.28 2.45 1.20  0.096
H 0.72 1.60 -0.01  0.076
H -2.30 -0.14 -0.60  0.144
H -1.01 -1.02 -2.25  0.116
H 0.41 0.13 -1.99  0.111
H 1.80 -0.27 -0.22  0.070
H 1.34 -1.21 1.21  0.085
H 1.75 -2.01 -0.29  0.086

Results
- Lowest unoccupied orbital energy: 0.863 eV
- HOMO: -9.044 eV
- Total charge: 0

=====

A 2-piece molecular cluster, C5H9NO overall in a non-equilibrium geometry. Source: the Open Molecules 2025 dataset; level of theory: ωB97M-V/def2-TZVPD.

Each line ends with the Löwdin charge.
Atoms and positions in Å:
H -0.43 1.53 0.97  0.042
N 0.21 0.97 1.56  0.073
C 1.30 0.81 0.93  -0.325
C 1.66 1.34 -0.43  -0.089
H 2.08 0.21 1.43  0.101
H 2.14 0.56 -1.03  0.071
H 2.37 2.17 -0.34  0.075
H 0.77 1.69 -0.96  0.070
C 0.10 -1.77 -0.43  0.017
C -0.99 -1.03 -0.30  -0.413
C -2.30 -0.64 0.09  -0.023
O -1.51 0.00 -0.99  0.028
H 0.27 -2.54 0.30  0.058
H -0.13 -2.01 -1.48  0.088
H -3.14 -1.18 -0.34  0.122
H -2.43 -0.12 1.02  0.105

Results
- Lowest unoccupied orbital energy: 0.954 eV
- HOMO: -8.813 eV
- Total charge: 0

=====

One molecule with the formula C5H9NO in a non-equilibrium geometry. Source: the Open Molecules 2025 dataset; level of theory: ωB97M-V/def2-TZVPD.

Each line ends with the Löwdin charge.
Atoms and positions in Å:
C -0.42 0.43 1.37  -0.196
C -0.57 -0.94 0.80  -0.189
C -0.52 -0.77 -0.62  -0.334
N 0.25 -1.38 -1.64  0.137
C 0.80 -0.26 -0.84  -0.272
C 0.79 1.24 -0.57  -0.148
O 0.72 1.18 0.87  -0.186
H -0.32 0.27 2.45  0.124
H -1.27 1.13 1.07  0.145
H 0.16 -1.64 1.47  0.192
H -1.51 -1.25 1.15  0.088
H -1.24 0.01 -1.12  0.189
H -0.06 -1.09 -2.47  0.032
H 1.73 -0.55 -0.37  0.144
H -0.24 1.75 -0.66  0.128
H 1.71 1.87 -0.88  0.145

Results
- Lowest unoccupied orbital energy: 1.062 eV
- HOMO: -9.212 eV
- Total charge: 0

=====

One molecule with the formula C5H9NO. Source: the Open Molecules 2025 dataset; level of theory: ωB97M-V/def2-TZVPD.

Each line ends with the Löwdin charge.
Atoms and positions in Å:
C -0.61 -0.05 -1.46  -0.021
C -0.08 -0.26 -0.04  -0.514
C -0.34 -1.67 0.49  -0.024
N 1.33 0.19 0.15  0.013
C 0.93 1.44 0.84  -0.099
C -0.50 0.90 0.87  -0.339
O -1.53 1.23 1.39  0.124
H -1.65 -0.39 -1.54  0.088
H -0.01 -0.61 -2.19  0.086
H -0.59 1.01 -1.74  0.089
H 0.29 -2.39 -0.04  0.085
H -1.39 -1.95 0.37  0.085
H -0.08 -1.72 1.55  0.086
H 1.82 0.34 -0.72  0.103
H 1.40 1.59 1.81  0.115
H 1.02 2.36 0.25  0.121

Results
- Lowest unoccupied orbital energy: 0.918 eV
- HOMO: -9.502 eV
- Total charge: 0

=====

A 2-piece molecular cluster, C5H9NO overall in a non-equilibrium geometry. Source: the Open Molecules 2025 dataset; level of theory: ωB97M-V/def2-TZVPD.

Each line ends with the Löwdin charge.
Atoms and positions in Å:
C -0.27 -1.33 -0.86  0.021
C -1.15 -0.94 0.09  -0.428
C -1.73 -1.90 1.08  -0.083
C -1.77 0.42 0.11  -0.079
H -0.21 -2.38 -1.09  0.051
H -0.18 -0.77 -1.78  0.052
H -1.32 -2.91 0.97  0.073
H -2.81 -1.97 0.99  0.081
H -1.55 -1.55 2.10  0.077
H -1.42 1.02 -0.73  0.075
H -2.85 0.35 0.02  0.082
H -1.59 0.88 1.08  0.079
N 4.59 2.94 -0.02  0.199
C 3.80 2.49 -0.82  -0.388
O 3.18 2.68 -1.80  0.109
H 5.31 2.95 0.67  0.080

Results
- Lowest unoccupied orbital energy: 0.447 eV
- HOMO: -9.215 eV
- Total charge: 0

=====

One molecule with the formula C5H9NO. Source: the Open Molecules 2025 dataset; level of theory: ωB97M-V/def2-TZVPD.

Each line ends with the Löwdin charge.
Atoms and positions in Å:
C -1.82 -1.20 0.38  -0.063
C -1.05 -0.22 -0.50  -0.234
C -0.39 0.97 0.24  -0.101
N 0.90 0.42 -0.15  -0.095
C 2.25 0.78 0.20  -0.033
C 0.39 -0.66 -0.81  -0.445
O 0.93 -1.58 -1.38  0.080
H -1.24 -1.46 1.27  0.086
H -2.04 -2.12 -0.17  0.082
H -2.77 -0.77 0.72  0.078
H -1.62 0.06 -1.39  0.142
H -0.60 1.96 -0.18  0.116
H -0.57 0.99 1.32  0.119
H 2.59 0.29 1.12  0.088
H 2.92 0.49 -0.61  0.092
H 2.31 1.86 0.34  0.086

Results
- Lowest unoccupied orbital energy: 0.892 eV
- HOMO: -9.327 eV
- Total charge: 0

=====

One molecule with the formula C5H9NO. Source: the Open Molecules 2025 dataset; level of theory: ωB97M-V/def2-TZVPD.

Each line ends with the Löwdin charge.
Atoms and positions in Å:
C -1.88 0.03 1.43  -0.155
C -0.47 0.37 1.16  0.033
C 0.72 -1.23 -1.12  -0.016
C -0.28 1.19 -0.04  -0.286
O 1.05 1.15 -0.55  -0.066
C 1.60 -0.11 -0.62  -0.516
N 2.82 -0.31 -0.39  0.157
H -2.16 0.56 2.36  0.094
H -2.64 0.23 0.66  0.074
H -1.91 -1.03 1.73  0.086
H 1.11 -2.18 -0.77  0.088
H -0.33 -1.16 -0.83  0.062
H 0.74 -1.23 -2.22  0.093
H -0.43 2.21 0.35  0.157
H -1.01 1.06 -0.86  0.132
H 3.25 0.57 -0.08  0.064

Results
- Lowest unoccupied orbital energy: -0.325 eV
- HOMO: -8.849 eV
- Total charge: 0

=====

A 2-piece molecular cluster, C5H9NO overall. Source: the Open Molecules 2025 dataset; level of theory: ωB97M-V/def2-TZVPD.

Each line ends with the Löwdin charge.
Atoms and positions in Å:
C 1.28 0.60 0.08  -0.091
C 0.43 -0.64 0.09  -0.361
C 0.83 -1.73 1.07  -0.071
C -0.45 -1.07 -0.79  -0.240
O -1.18 -1.75 -1.42  0.124
H 2.32 0.34 -0.15  0.078
H 1.30 1.08 1.06  0.077
H 0.95 1.34 -0.66  0.057
H 1.01 -1.30 2.07  0.077
H 1.75 -2.24 0.76  0.079
H 0.03 -2.48 1.18  0.081
C -1.68 1.63 -0.26  -0.086
N -1.48 0.96 -1.31  0.041
H -1.64 1.09 0.69  0.080
H -1.87 2.71 -0.23  0.077
H -1.59 1.47 -2.18  0.078

Results
- Lowest unoccupied orbital energy: 0.920 eV
- HOMO: -7.798 eV
- Total charge: 0

=====

One molecule with the formula C5H9NO in a non-equilibrium geometry. Source: the Open Molecules 2025 dataset; level of theory: ωB97M-V/def2-TZVPD.

Each line ends with the Löwdin charge.
Atoms and positions in Å:
C 1.99 0.33 -0.17  -0.066
C 0.60 -0.16 -0.05  -0.310
C 0.26 -1.25 0.90  -0.068
C -1.94 1.22 0.30  0.037
N -1.57 0.56 -0.85  0.029
C -0.38 0.03 -1.12  -0.462
O -0.02 -0.89 -1.89  0.060
H 2.66 -0.52 -0.37  0.088
H 2.28 0.78 0.79  0.079
H 2.08 1.05 -0.98  0.083
H 0.39 -0.82 1.90  0.082
H 0.92 -2.12 0.83  0.087
H -0.78 -1.57 0.81  0.086
H -1.45 1.01 1.25  0.063
H -2.77 1.91 0.21  0.059
H -2.28 0.43 -1.57  0.154

Results
- Lowest unoccupied orbital energy (alpha / beta): -0.075 / 0.841 eV
- HOMO (alpha / beta): -6.662 / -7.854 eV
- Total charge: 0

=====

One molecule with the formula C5H9NO in a non-equilibrium geometry. Source: the Open Molecules 2025 dataset; level of theory: ωB97M-V/def2-TZVPD.

Each line ends with the Löwdin charge.
Atoms and positions in Å:
C -0.91 -1.14 0.20  -0.042
C -0.58 -0.13 -0.96  -0.239
C -0.82 1.32 -0.51  -0.129
C 0.51 1.24 0.30  -0.089
C 0.85 -0.03 -0.49  -0.337
N 1.68 -0.99 -0.45  0.021
O 2.32 -0.96 0.83  -0.088
H -1.82 -0.88 0.74  0.083
H -0.14 -1.19 1.00  0.068
H -0.90 -2.15 -0.22  0.093
H -0.88 -0.47 -1.96  0.140
H -0.75 2.05 -1.33  0.109
H -1.75 1.52 0.03  0.105
H 0.38 1.13 1.38  0.114
H 1.23 2.03 0.10  0.115
H 1.56 -1.24 1.39  0.076

Results
- Lowest unoccupied orbital energy: 0.872 eV
- HOMO: -9.280 eV
- Total charge: 0

=====

One molecule with the formula C5H9NO in a non-equilibrium geometry. Source: the Open Molecules 2025 dataset; level of theory: ωB97M-V/def2-TZVPD.

Each line ends with the Löwdin charge.
Atoms and positions in Å:
C -2.12 -0.23 -0.14  -0.064
C -0.60 -0.47 -0.14  -0.358
C -0.21 -1.32 1.00  -0.202
N 0.10 -1.97 1.91  0.156
C 0.18 0.86 -0.12  -0.160
C 1.67 0.69 -0.10  -0.291
O 2.12 -0.27 -1.05  -0.049
H -2.39 0.38 -1.01  0.083
H -2.43 0.30 0.77  0.088
H -2.67 -1.17 -0.19  0.085
H -0.31 -1.02 -1.04  0.145
H -0.12 1.43 -1.01  0.126
H -0.05 1.44 0.77  0.129
H 1.98 0.28 0.90  0.127
H 2.23 1.62 -0.25  0.122
H 2.64 -0.56 -0.31  0.063

Results
- Lowest unoccupied orbital energy: 0.866 eV
- HOMO: -10.726 eV
- Total charge: 0

=====

One molecule with the formula C5H9NO. Source: the Open Molecules 2025 dataset; level of theory: ωB97M-V/def2-TZVPD.

Each line ends with the Löwdin charge.
Atoms and positions in Å:
C -0.20 1.56 0.19  -0.021
C -0.16 0.09 -0.22  -0.515
C -1.03 -0.25 -1.42  -0.023
N 1.22 -0.48 -0.33  0.013
C 1.14 -1.16 0.98  -0.099
C -0.35 -0.79 1.02  -0.339
O -1.28 -1.06 1.73  0.123
H -1.23 1.91 0.28  0.089
H 0.32 2.19 -0.55  0.086
H 0.29 1.70 1.16  0.090
H -0.61 0.20 -2.33  0.085
H -2.05 0.12 -1.28  0.085
H -1.07 -1.33 -1.57  0.086
H 1.94 0.23 -0.39  0.104
H 1.36 -2.23 0.95  0.115
H 1.71 -0.70 1.80  0.122

Results
- Lowest unoccupied orbital energy: 0.918 eV
- HOMO: -9.498 eV
- Total charge: 0

=====

C5H9NO as an isolated structure. Source: the Open Molecules 2025 dataset; level of theory: ωB97M-V/def2-TZVPD.

Each line ends with the Löwdin charge.
Atoms and positions in Å:
C 1.52 0.60 -0.19  -0.031
C 0.15 -0.03 -0.08  -0.455
C -0.56 0.10 -1.43  -0.036
C 0.06 -1.42 0.58  -0.085
O -0.98 -0.95 1.48  0.016
C -0.83 0.33 1.02  -0.427
N -1.40 1.39 1.37  0.177
H 1.46 1.68 -0.33  0.090
H 2.16 0.41 0.68  0.083
H 2.01 0.18 -1.07  0.083
H -0.85 1.15 -1.56  0.093
H 0.12 -0.18 -2.24  0.084
H -1.47 -0.51 -1.48  0.093
H 0.95 -1.70 1.17  0.123
H -0.27 -2.27 -0.03  0.125
H -2.07 1.21 2.12  0.064

Results
- Lowest unoccupied orbital energy: 0.881 eV
- HOMO: -10.018 eV
- Total charge: 0

=====

A 2-piece molecular cluster, C5H9NO2 overall in a non-equilibrium geometry. Source: the Open Molecules 2025 dataset; level of theory: ωB97M-V/def2-TZVPD.

Each line ends with the Löwdin charge.
Atoms and positions in Å:
H 0.65 -1.41 -1.51  0.081
N 0.10 -0.92 -0.78  0.137
C -0.12 -1.64 0.24  -0.550
C 0.56 -2.94 0.54  -0.014
O -1.01 -1.30 1.19  0.084
H 0.67 -3.72 -0.11  0.041
H 1.63 -2.64 0.71  0.102
H 0.11 -3.25 1.55  0.112
H -1.34 -0.52 0.77  0.046
O -1.93 1.39 0.37  0.088
C -0.92 1.96 0.04  -0.424
C 0.42 2.51 0.32  -0.028
C -0.18 2.39 -1.13  -0.062
H 1.18 1.89 0.73  0.086
H 0.54 3.54 0.67  0.108
H -0.40 3.17 -1.89  0.113
H 0.05 1.50 -1.71  0.080

Results
- Lowest unoccupied orbital energy: 0.885 eV
- HOMO: -9.288 eV
- Total charge: 0

=====

We obtain total energy values of -8865.706, -8864.267, -8863.520, -8867.662, -8866.734, -8868.284, -8864.448, -8866.296, -8864.638, -8864.577, -8867.454, -8867.659, -8867.781, -10913.524 eV for the records listed above, in that order.
We obtain relative energy (zero: lowest compared OMol25 entry of this formula, charge and spin) values of 80.87, 114.05, 131.28, 35.75, 57.17, 21.42, 109.88, 67.27, 105.50, 106.91, 40.55, 35.82, 33.01, 70.36 kcal per mole for the records listed above, in that order.